(1)
Here is 2 unconnected molecules or ions with the total composition C2H9N4O at a distorted geometry from OMol25. Energies are from ωB97M-V with the def2-TZVPD basis set.

```
16
Properties=species:S:1:pos:R:3:nbo_charge:R:1
C 0.57 0.96 -1.43 0.60
C -1.67 -0.86 0.90 0.32
N -2.28 -2.06 1.06 -0.80
N 2.20 1.43 0.08 -0.68
N 0.97 1.66 -0.40 -0.37
N -0.57 -0.61 0.22 -0.85
O 1.27 0.08 -2.00 -0.58
H -2.15 -0.01 1.30 0.18
H -1.74 -2.92 0.79 0.41
H -3.16 -2.23 1.61 0.43
H 2.73 2.41 0.24 0.41
H 2.15 0.92 0.99 0.39
H 0.15 2.02 0.19 0.42
H -0.43 0.95 -1.85 0.24
H -0.17 -1.53 -0.27 0.33
H 2.12 -0.20 -1.44 0.54
```

Values from the calculation:
- Strongest force on any atom: 4.3 eV Å⁻¹
- E: -10219.540 eV
- Total charge: +1
- LUMO energy: -3.33 eV
- Kohn-Sham gap: 0.35944 Ha
- ΔE to the lowest compared entry with this formula, charge and spin: 3.710 eV

***

(2)
Here is 3 unconnected molecules or ions with the total composition C2H9N4O at a distorted geometry from OMol25. Energies are from ωB97M-V with the def2-TZVPD basis set.

```
16
Properties=species:S:1:pos:R:3:nbo_charge:R:1
C -1.62 -0.55 -0.85 0.69
C 2.80 1.24 -0.46 -0.51
N -1.42 -0.49 -2.11 -0.81
N -1.96 -0.64 0.24 -0.46
N 1.56 0.56 -0.76 0.15
N -1.32 -0.87 2.66 -1.01
O 0.84 0.24 0.16 -0.34
H 2.91 1.47 0.59 0.21
H 2.90 2.08 -1.13 0.25
H 3.46 0.46 -0.70 0.25
H -1.22 0.40 -2.57 0.46
H -0.91 -1.38 -2.49 0.46
H -1.86 -0.85 1.36 0.44
H -1.49 0.06 3.01 0.41
H -1.68 -1.56 3.31 0.41
H -0.36 -1.11 2.45 0.41
```

Values from the calculation:
- Strongest force on any atom: 4.0 eV Å⁻¹
- E: -10218.314 eV
- Total charge: +1
- LUMO energy: -3.55 eV
- Kohn-Sham gap: 0.34359 Ha
- ΔE to the lowest compared entry with this formula, charge and spin: 4.936 eV

***

(3)
Here is C2H9N4P3 in the gas phase at a distorted geometry from OMol25. Energies are from ωB97M-V with the def2-TZVPD basis set.

```
18
Properties=species:S:1:pos:R:3:nbo_charge:R:1
C -1.68 -0.75 0.64 -0.45
C -0.99 1.32 -0.42 -0.42
N 1.83 1.17 0.47 -1.34
N 1.39 -1.30 0.92 -1.28
N 0.02 -0.60 -1.18 -0.79
N -0.61 -0.04 -0.10 -0.30
P 0.92 0.19 1.42 1.24
P 2.31 1.01 -1.04 0.90
P 0.70 -2.01 -0.68 0.88
H -2.78 -0.25 0.50 0.21
H -1.88 -1.76 0.42 0.23
H -1.59 -0.66 1.70 0.22
H -0.87 1.44 -1.45 0.23
H -1.97 1.48 -0.02 0.20
H -0.31 2.00 0.08 0.22
H 1.41 -2.04 1.54 0.40
H 2.41 2.48 -1.12 -0.10
H 1.69 -1.67 -1.67 -0.05
```

Values from the calculation:
- Strongest force on any atom: 3.9 eV Å⁻¹
- E: -36042.986 eV
- Total charge: 0
- LUMO energy (alpha / beta): -0.73 / -0.73 eV
- Kohn-Sham gap (alpha / beta): 0.26682 / 0.26676 Ha
- ΔE to the lowest compared entry with this formula, charge and spin: 3.131 eV

***

(4)
Here is 2 unconnected molecules or ions with the total composition C2H9N5 at a distorted geometry from OMol25. Energies are from ωB97M-V with the def2-TZVPD basis set.

```
16
Properties=species:S:1:pos:R:3:nbo_charge:R:1
N 0.44 -0.99 -2.16 -0.82
C -0.49 0.05 -2.28 0.28
N -1.67 -0.09 -2.77 -0.72
H -0.01 -1.89 -2.29 0.38
H 1.08 -0.97 -1.38 0.39
H -0.18 0.98 -1.77 0.15
H -1.94 0.88 -3.02 0.34
N 1.55 -0.41 1.90 -0.85
C 0.40 0.38 1.73 0.58
N -0.74 -0.33 1.36 -0.83
N 0.33 1.65 1.97 -0.77
H 2.12 -0.01 2.66 0.39
H 1.35 -1.37 2.12 0.37
H -0.88 -1.27 1.70 0.37
H -1.61 0.18 1.49 0.40
H 1.29 1.92 1.73 0.33
```

Values from the calculation:
- Strongest force on any atom: 2.2 eV Å⁻¹
- Structure (SMILES): [H]/N=C/N.N=C(N)N
- E: -9670.114 eV
- Total charge: 0
- LUMO energy: 0.50 eV
- Kohn-Sham gap: 0.35763 Ha
- ΔE to the lowest compared entry with this formula, charge and spin: 0.782 eV

***

(5)
Here is a molecular structure, C2H9N5 at a distorted geometry from OMol25. Energies are from ωB97M-V with the def2-TZVPD basis set.

```
16
Properties=species:S:1:pos:R:3:nbo_charge:R:1
C -0.31 0.00 1.21 -0.19
C -0.08 1.36 1.80 -0.65
N 1.17 -0.20 -0.05 -0.07
N 1.73 -1.35 -0.47 -0.65
N -1.48 -0.10 -2.27 -0.66
N 0.12 0.20 -0.79 -0.08
N -0.28 -0.58 -1.71 -0.21
H 1.09 -2.04 -0.86 0.37
H 2.44 -1.69 0.16 0.37
H -1.58 -0.56 -3.17 0.36
H -1.44 0.90 -2.42 0.34
H 0.06 -0.84 1.80 0.19
H -1.34 -0.20 0.92 0.21
H 0.96 1.50 2.06 0.22
H -0.69 1.47 2.70 0.22
H -0.37 2.13 1.09 0.23
```

Values from the calculation:
- Strongest force on any atom: 3.1 eV Å⁻¹
- E: -9665.268 eV
- Total charge: 0
- LUMO energy: 1.18 eV
- Kohn-Sham gap: 0.32185 Ha
- ΔE to the lowest compared entry with this formula, charge and spin: 5.627 eV

***

(6)
Here is 2 unconnected molecules or ions with the total composition C2H9N5 at a distorted geometry from OMol25. Energies are from ωB97M-V with the def2-TZVPD basis set.

```
16
Properties=species:S:1:pos:R:3:nbo_charge:R:1
C -0.96 1.77 -0.97 0.61
C 0.41 -1.55 2.19 -0.52
N 0.00 2.11 -1.53 -0.07
N 0.25 -1.63 0.76 0.10
N -2.12 1.89 -0.38 -0.78
N 1.11 2.23 -2.19 -0.54
N 0.75 -2.53 0.05 -0.30
H -0.67 -1.69 2.68 0.32
H 1.04 -2.23 2.60 0.23
H 0.59 -0.49 2.55 0.31
H -2.40 2.69 0.22 0.47
H -2.80 1.21 -0.69 0.45
H 1.90 1.87 -1.70 0.42
H 0.93 2.28 -3.17 0.44
H 0.87 -2.59 -0.96 0.45
H 1.11 -3.32 0.56 0.40
```

Values from the calculation:
- Strongest force on any atom: 4.7 eV Å⁻¹
- E: -9649.019 eV
- Total charge: +2
- LUMO energy: -9.58 eV
- Kohn-Sham gap: 0.31019 Ha
- ΔE to the lowest compared entry with this formula, charge and spin: 4.530 eV

***

(7)
Here is 2 unconnected molecules or ions with the total composition C2H9N7 at a distorted geometry from OMol25. Energies are from ωB97M-V with the def2-TZVPD basis set.

```
18
Properties=species:S:1:pos:R:3:nbo_charge:R:1
C -0.48 -2.05 0.06 -0.10
C 0.74 -1.77 -0.39 -0.11
N -1.20 -1.05 0.73 -0.45
N 1.22 -0.44 -0.41 -0.18
N -0.94 0.27 0.26 -0.03
N 0.19 0.49 -0.49 -0.01
N 2.33 -0.20 0.39 -0.63
N -2.10 0.83 -0.32 -0.67
N 0.80 2.24 0.07 -0.74
H -0.95 -3.01 -0.02 0.22
H 1.40 -2.48 -0.85 0.22
H -2.20 -1.17 0.75 0.40
H 2.09 -0.22 1.39 0.33
H 2.67 0.73 0.18 0.38
H -2.20 1.78 0.03 0.36
H -2.02 0.87 -1.33 0.35
H 0.09 2.46 0.76 0.33
H 0.56 2.69 -0.81 0.34
```

Values from the calculation:
- Strongest force on any atom: 3.8 eV Å⁻¹
- E: -12642.917 eV
- Total charge: 0
- LUMO energy (alpha / beta): 0.55 / 0.49 eV
- Kohn-Sham gap (alpha / beta): 0.29763 / 0.29598 Ha
- ΔE to the lowest compared entry with this formula, charge and spin: 4.635 eV

***

(8)
Here is 2 unconnected molecules or ions with the total composition C2H9NO from OMol25. Energies are from ωB97M-V with the def2-TZVPD basis set.

```
13
Properties=species:S:1:pos:R:3:nbo_charge:R:1
O -2.74 -4.15 2.24 -0.93
H -2.93 -5.09 2.33 0.47
C 1.47 1.99 -1.47 -0.61
C 0.82 0.77 -0.85 -0.22
N -0.03 1.15 0.30 -0.82
H 2.24 1.70 -2.19 0.21
H 1.91 2.60 -0.68 0.20
H 0.72 2.63 -1.93 0.21
H 1.59 0.04 -0.56 0.16
H 0.17 0.26 -1.56 0.18
H -3.53 -3.74 2.62 0.47
H -0.26 0.28 0.77 0.35
H 0.59 1.57 0.99 0.34
```

Values from the calculation:
- Strongest force on any atom: 0.8 eV Å⁻¹
- Structure (SMILES): CCN.O
- E: -5757.299 eV
- Total charge: 0
- LUMO energy: 0.99 eV
- Kohn-Sham gap: 0.38527 Ha
- ΔE to the lowest compared entry with this formula, charge and spin: 0.224 eV

***

(9)
Here is 2 unconnected molecules or ions with the total composition C2H9NO at a distorted geometry from OMol25. Energies are from ωB97M-V with the def2-TZVPD basis set.

```
13
Properties=species:S:1:pos:R:3:nbo_charge:R:1
C -0.73 -1.36 -1.48 -0.42
C -0.18 0.55 1.24 -0.30
H 0.70 0.16 -1.82 0.37
H -0.68 0.66 -1.19 0.36
H -1.26 -1.66 -0.60 0.20
H -1.33 -1.48 -2.46 0.18
H 0.12 -2.10 -1.67 0.20
H 1.30 1.54 0.96 0.45
H -0.59 -0.11 2.04 0.16
H -0.96 1.36 1.09 0.11
H -0.14 0.07 0.28 0.22
N -0.08 -0.14 -1.14 -0.81
O 1.10 0.93 1.59 -0.71
```

Values from the calculation:
- Strongest force on any atom: 6.3 eV Å⁻¹
- Structure (SMILES): CN.CO
- E: -5754.781 eV
- Total charge: 0
- LUMO energy: 0.86 eV
- Kohn-Sham gap: 0.33031 Ha
- ΔE to the lowest compared entry with this formula, charge and spin: 2.743 eV

***

(10)
Here is 3 unconnected molecules or ions with the total composition C2H9NO at a distorted geometry from OMol25. Energies are from ωB97M-V with the def2-TZVPD basis set.

```
13
Properties=species:S:1:pos:R:3:nbo_charge:R:1
N 1.91 -0.38 0.51 -1.12
H 2.81 -0.24 0.94 0.37
H 0.12 0.71 -2.36 0.00
H 1.09 -0.43 1.07 0.38
H 1.86 0.13 -0.35 0.36
C -1.07 -0.94 0.32 -0.14
O -1.03 -0.19 1.54 -0.49
C -1.20 0.56 0.30 -0.14
H -0.42 -1.24 -0.49 0.22
H -2.03 -1.45 0.27 0.18
H -0.51 1.39 0.31 0.20
H -2.21 0.92 0.18 0.17
H 0.69 1.16 -2.23 0.00
```

Values from the calculation:
- Strongest force on any atom: 3.2 eV Å⁻¹
- Structure (SMILES): [H][H].C1CO1.N
- E: -5753.984 eV
- Total charge: 0
- LUMO energy: 1.28 eV
- Kohn-Sham gap: 0.39161 Ha
- ΔE to the lowest compared entry with this formula, charge and spin: 3.539 eV

***

(11)
Here is 3 unconnected molecules or ions with the total composition C2H9NO at a distorted geometry from OMol25. Energies are from ωB97M-V with the def2-TZVPD basis set.

```
13
Properties=species:S:1:pos:R:3:nbo_charge:R:1
N 2.23 -0.34 -1.93 -1.09
H 3.13 0.01 -1.55 0.35
H -4.45 -0.19 3.90 0.00
H 2.29 -0.14 -3.00 0.36
H 1.49 0.20 -1.54 0.36
C -0.72 -0.13 -0.36 -0.13
O -0.03 1.07 -0.60 -0.48
C 0.45 0.23 0.44 -0.11
H -0.57 -1.08 -0.79 0.19
H -1.71 -0.11 0.12 0.18
H 1.42 -0.01 0.22 0.18
H 0.29 0.37 1.53 0.17
H -3.82 0.11 3.55 0.00
```

Values from the calculation:
- Strongest force on any atom: 3.6 eV Å⁻¹
- Structure (SMILES): [H][H].C1CO1.N
- E: -5754.215 eV
- Total charge: 0
- LUMO energy: 1.07 eV
- Kohn-Sham gap: 0.40262 Ha
- ΔE to the lowest compared entry with this formula, charge and spin: 3.309 eV

***

(12)
Here is 2 unconnected molecules or ions with the total composition C2H9NO at a distorted geometry from OMol25. Energies are from ωB97M-V with the def2-TZVPD basis set.

```
13
Properties=species:S:1:pos:R:3:mulliken_spin:R:1
C 2.81 -1.99 0.43 0.00
H 3.51 -2.16 1.24 0.00
H 2.14 -1.23 0.85 0.00
H 2.38 -2.94 0.15 0.00
H 3.31 -1.52 -0.38 0.00
N -1.71 0.28 -0.58 0.82
C -1.69 1.51 0.15 0.02
O -1.26 2.64 -0.54 0.07
H -1.65 -0.60 -0.07 -0.02
H -2.41 0.20 -1.32 -0.01
H -2.74 1.58 0.51 0.09
H -0.91 1.51 0.92 0.02
H -1.78 2.73 -1.36 0.00
```

Values from the calculation:
- Strongest force on any atom: 2.7 eV Å⁻¹
- E: -5747.349 eV
- Total charge: +1
- LUMO energy (alpha / beta): -4.18 / -9.55 eV
- Kohn-Sham gap (alpha / beta): 0.41925 / 0.22186 Ha
- Spin multiplicity: 2
- ΔE to the lowest compared entry with this formula, charge and spin: 0.932 eV

***

- Which of these has the lowest E?
  C2H9N4P3

***

- What is the E in the first record?
  -10219.540 eV

***

- ΔE to the lowest compared entry with this formula, charge and spin of number 12 (C2H9NO)?
  0.932 eV